1.
ORCA calculation (ωB97M-V/def2-TZVPD) on 4 unconnected molecules or ions with the total composition C4H16O3 at a distorted geometry.

Summary:
E_tot = -10549.895 eV
Energy relative to the best compared isomer or geometry (same formula, charge and spin) = 0.579 eV
SMILES string = CCCC.O.O.O

Structure (ORCA input):
```
! wB97M-V def2-TZVPD RIJCOSX def2/J DEFGRID3
* xyz 0 1
C -0.28116 -1.52040 1.32602
C -0.97995 -2.02650 0.06548
C -0.62437 -1.24366 -1.18893
C -1.52387 -0.01829 -1.41694
H 0.80077 -1.42275 1.19582
H -0.38125 -2.21431 2.16641
H -0.62611 -0.56491 1.70532
H -2.05090 -2.03843 0.28320
H -0.68052 -3.06053 -0.05577
H -0.71032 -1.90762 -2.04985
H 0.37724 -0.83536 -1.13324
H -1.24523 0.48952 -2.33543
H -1.42981 0.64095 -0.56067
H -2.56773 -0.22974 -1.68562
O 2.62402 0.56425 2.83634
H 2.10271 1.11715 3.42273
H 2.04839 0.36654 2.08567
O 1.84454 1.30064 0.29564
H 2.52962 1.64512 -0.29154
H 1.03361 1.74590 0.01090
O 0.15053 2.92239 -1.37139
H -0.40506 3.60883 -1.00932
H -0.00515 2.68120 -2.29483
*
```

***

2.
ORCA calculation (ωB97M-V/def2-TZVPD) on a molecular structure, C29H38NO5Sn at a distorted geometry.

Summary:
E_tot = -48241.409 eV

Structure (ORCA input):
```
! wB97M-V def2-TZVPD RIJCOSX def2/J DEFGRID3
* xyz -1 1
C 2.93559 2.86954 -0.69197
C 2.15863 2.62529 0.63419
C 2.93359 1.49663 -1.41149
C 2.72743 0.47161 -0.30568
H 3.85219 1.34948 -1.96709
H 2.10634 1.46098 -2.11814
C 1.70018 1.16595 0.61814
H 1.31959 3.31253 0.71625
H 2.81245 2.80106 1.48587
C 0.27134 1.04969 0.11269
H 1.73586 0.73370 1.61834
H 3.66084 0.43368 0.27039
C 2.37911 -0.91181 -0.71537
C 2.23032 3.84192 -1.61606
C 4.37843 3.28586 -0.37553
O 5.32359 2.55635 -0.53862
O 1.06675 4.16743 -1.54768
O 3.06366 4.24347 -2.59662
O 4.60734 4.49064 0.20258
C 3.60337 5.49982 0.34718
H 2.67646 5.11421 0.76022
H 3.40959 5.98916 -0.60508
H 4.02156 6.22517 1.03728
C 2.48504 5.08724 -3.60748
H 1.68391 4.56560 -4.12448
H 3.29338 5.31724 -4.29138
H 2.08772 5.99738 -3.16528
O -0.30641 -0.16331 0.46976
H 0.23897 1.19316 -0.97364
H -0.30555 1.87707 0.54466
C 3.00166 -2.03079 0.02821
C 1.62426 -1.18745 -1.95835
H 2.15459 -0.83608 -2.85252
H 0.64857 -0.69556 -1.96860
H 1.43542 -2.24995 -2.07623
H 2.33194 -2.88649 0.08591
H 3.27604 -1.74394 1.04334
H 3.92344 -2.37741 -0.46126
Sn -1.93923 -0.89224 0.89718
C -2.42736 -2.05299 2.99307
C -1.08442 -1.60531 3.05989
C -1.09669 -0.20621 3.08433
H -0.21214 -2.23366 3.03694
C -2.43028 0.22267 2.97334
C -3.25675 -0.93214 2.95353
H -4.33007 -0.94359 2.88367
H -2.74234 -3.07867 2.92735
H -0.23062 0.43161 3.08313
H -2.76430 1.24597 2.94443
C -3.23625 -1.18725 -1.15864
C -4.12922 -0.96938 -0.08856
C -3.93350 0.34749 0.37072
H -4.82406 -1.68978 0.30790
C -2.89434 0.92424 -0.38206
C -2.48074 -0.02401 -1.34133
H -1.67578 0.09781 -2.04476
H -3.11433 -2.10902 -1.69547
H -4.47567 0.82925 1.16384
H -2.48830 1.91264 -0.24899
C -4.68609 -3.77226 1.51304
C -3.38631 -3.94362 0.75670
C -3.14173 -5.19932 0.24444
C -1.91986 -5.15980 -0.33149
C -1.45018 -3.88100 -0.15743
C -0.13057 -3.51440 -0.63882
N -2.32705 -3.07340 0.49376
H -4.83508 -2.81569 2.01496
H -4.72885 -4.53134 2.32290
H -5.54127 -3.95312 0.82784
H -3.78851 -6.06557 0.30451
H -1.41135 -5.98283 -0.81726
H 0.60991 -4.19462 -0.17099
H -0.12354 -3.65914 -1.73866
H 0.07970 -2.48036 -0.34948
*
```

***

3.
ORCA calculation (ωB97M-V/def2-TZVPD) on a molecular structure, C34H34GeN4O5RuS at a distorted geometry.

Summary:
E_tot = -121913.456 eV
Energy relative to the best compared isomer or geometry (same formula, charge and spin) = 0.659 eV

Structure (ORCA input):
```
! wB97M-V def2-TZVPD RIJCOSX def2/J DEFGRID3
* xyz 3 2
Ru 0.33423 0.67667 -0.39305
N 2.44463 0.69487 1.06575
C 2.25203 1.68067 2.08945
C 3.19503 1.95917 3.05575
C 2.94443 2.92517 4.04075
C 1.75553 3.60797 4.05935
C 0.76673 3.35267 3.08235
C -0.49087 3.98247 3.07615
C -1.41257 3.65277 2.10855
C -1.06687 2.71977 1.13255
N 0.11033 2.10777 1.09665
C 1.02713 2.38427 2.06835
H 2.56383 -0.23923 1.46115
H 3.29853 0.89097 0.54425
H 4.13743 1.42897 3.06855
H 3.69873 3.11397 4.79045
H 1.55803 4.34497 4.82325
H -0.71987 4.70947 3.83815
H -2.39507 4.09447 2.10075
H -1.78377 2.46167 0.35485
C -0.26647 4.44397 -1.85865
C -0.51577 3.18717 -2.59445
N -0.35007 1.95867 -2.12335
C -0.66317 1.08807 -3.13575
C -1.05147 1.81657 -4.24055
N -0.95117 3.12827 -3.86595
C -1.57467 1.48657 -5.61835
O -1.60877 0.24257 -5.98335
O -1.92667 2.42357 -6.28475
C -0.52797 -0.38383 -2.92785
O -0.79537 -1.15413 -3.83305
O -0.13927 -0.72243 -1.75315
H 0.25023 4.23717 -0.92405
H -1.20147 4.95997 -1.63775
H 0.34383 5.11767 -2.45855
H -1.18957 3.89217 -4.49405
H -1.30057 -0.42963 -5.32035
C -1.07907 -0.48523 3.00175
Ge -0.63597 -1.03273 1.12095
C 0.79983 -2.44723 1.13655
C 1.08893 -3.13873 -0.02935
C 1.96463 -4.21323 0.01935
C 2.55743 -4.56283 1.22235
C 2.29373 -3.84223 2.37605
C 1.42333 -2.76383 2.33715
C -2.31417 -1.86373 0.36765
C -2.97297 -1.14933 -0.62875
C -4.21727 -1.53803 -1.10355
C -4.80747 -2.69353 -0.61795
C -4.18477 -3.44133 0.39725
C -4.82317 -4.55393 0.98515
C -4.23537 -5.26213 2.02015
C -2.98037 -4.88483 2.48975
C -2.31197 -3.82083 1.90515
C -2.90247 -3.04253 0.88755
H -1.39107 -1.36233 3.56295
H -1.90897 0.21837 3.00205
H -0.23897 -0.02283 3.51525
H 0.62793 -2.85083 -0.96705
H 2.18223 -4.76363 -0.88295
H 3.23843 -5.40123 1.26005
H 2.75463 -4.11213 3.31445
H 1.20033 -2.21383 3.24165
H -2.51697 -0.23773 -1.00995
H -4.72497 -0.94193 -1.84535
H -5.75047 -3.03163 -1.02285
H -5.81667 -4.81183 0.65185
H -4.75127 -6.09673 2.46965
H -2.52577 -5.42913 3.30505
H -1.30287 -3.58573 2.22195
C 4.17063 0.22317 -3.55715
S 3.75603 0.80337 -1.88355
C 4.10053 2.59277 -2.04385
O 2.24223 0.79057 -1.82985
H 3.72943 0.86717 -4.31425
H 3.79613 -0.79273 -3.66215
H 5.25483 0.22007 -3.64335
H 5.11663 2.81297 -1.73575
H 3.39853 3.09337 -1.37965
H 3.94763 2.92707 -3.06415
*
```

***

4.
ORCA calculation (ωB97M-V/def2-TZVPD) on a molecular structure, C34H27BrN7O6V.

Summary:
E_tot = -154136.128 eV
Energy relative to the best compared isomer or geometry (same formula, charge and spin) = 0.271 eV

Structure (ORCA input):
```
! wB97M-V def2-TZVPD RIJCOSX def2/J DEFGRID3
* xyz 1 2
V 0.68144 0.45086 1.58968
O 2.14817 2.05996 -3.74927
C 3.18462 1.70166 -2.94087
C 4.47299 2.00594 -3.35639
C 5.55299 1.67659 -2.55558
C 5.36177 1.03566 -1.33886
C 4.07446 0.74061 -0.91934
C 2.97828 1.07462 -1.70806
C 1.56170 0.83262 -1.24698
O 1.55598 0.34981 0.09154
N 0.89531 -0.02156 -2.18843
N -0.46235 -0.14217 -1.98671
C -1.06764 -1.02642 -2.66768
C -2.49368 -1.28010 -2.50914
Br -3.34049 -0.43292 -1.02741
C -3.21694 -2.10094 -3.27481
C -2.74131 -2.76752 -4.50200
C -2.00133 -2.08501 -5.46932
C -1.57511 -2.73507 -6.61745
C -1.88904 -4.07177 -6.81618
C -2.64709 -4.75158 -5.87207
C -3.08030 -4.10112 -4.72943
H 1.39670 1.47784 -3.56115
H 4.60618 2.49464 -4.31215
H 6.55463 1.91438 -2.88877
H 6.20738 0.76997 -0.71957
H 3.90907 0.25377 0.03242
H 0.99191 1.76820 -1.25184
H 1.39900 -0.87988 -2.40134
H -0.54131 -1.67952 -3.36747
H -4.23869 -2.30515 -2.97609
H -1.79814 -1.02922 -5.33807
H -1.01249 -2.19186 -7.36506
H -1.56072 -4.57792 -7.71403
H -2.90841 -5.78898 -6.03291
H -3.68171 -4.63074 -4.00003
O 1.13571 -1.58662 4.96453
C 1.11235 -1.30022 3.80106
N 1.65319 -0.17695 3.17014
C 2.49777 0.69090 3.86848
O 3.10787 0.46514 4.87430
C 2.59359 2.01673 3.15772
C 3.49544 2.98526 3.54289
C 3.52788 4.17307 2.82941
C 2.65709 4.34590 1.76292
C 1.78147 3.32776 1.43959
N 1.75422 2.18173 2.12626
C 0.38917 -2.16829 2.79615
C 0.02729 -3.46303 3.09169
C -0.60739 -4.21030 2.10968
C -0.86571 -3.62461 0.88059
C -0.48972 -2.31070 0.66884
N 0.13323 -1.59726 1.60800
H 4.14363 2.78580 4.38460
H 4.22425 4.95523 3.10012
H 2.65419 5.25778 1.18359
H 1.08334 3.41945 0.61839
H 0.25457 -3.85350 4.07372
H -0.89731 -5.23452 2.30191
H -1.36381 -4.16797 0.09024
H -0.70268 -1.80127 -0.25826
O -0.61871 1.65276 0.65874
N -1.71824 1.95969 1.23802
N -1.79185 1.45517 2.38615
O -0.78402 0.71500 2.82018
C -2.91866 1.68496 3.25146
C -3.84103 2.67084 2.93314
C -4.91701 2.85967 3.78064
C -5.05807 2.08195 4.92486
C -4.11814 1.10825 5.22483
C -3.03490 0.90026 4.38471
H -3.71671 3.27233 2.04437
H -5.64582 3.62397 3.54922
H -5.90025 2.24115 5.58418
H -4.22263 0.50599 6.11659
H -2.28943 0.15082 4.60720
*
```

***

5.
ORCA calculation (ωB97M-V/def2-TZVPD) on a molecular structure, C4H7N3 at a distorted geometry.

Summary:
E_tot = -8728.882 eV
Energy relative to the best compared isomer or geometry (same formula, charge and spin) = 2.797 eV

Structure (ORCA input):
```
! wB97M-V def2-TZVPD RIJCOSX def2/J DEFGRID3
* xyz 0 1
C -0.56758 -0.73675 -1.63213
C 0.42460 -0.13940 -0.61031
N 0.09236 1.17960 -0.13537
C 0.01328 1.01199 1.22544
N -0.16643 1.85870 2.14531
C 0.26014 -0.44734 1.06620
N 0.39969 -1.56274 1.63019
H -0.65249 -0.11900 -2.54278
H -1.56634 -0.79644 -1.19411
H -0.27997 -1.74098 -1.97429
H 1.45498 -0.21799 -1.02933
H 0.60462 -1.74042 0.61040
H 0.17046 2.05276 -0.61061
H -0.18731 1.39802 3.05139
*
```

***

6.
ORCA calculation (ωB97M-V/def2-TZVPD) on a molecular structure, CH4BrClOP at a distorted geometry.

Summary:
E_tot = -94994.154 eV
Energy relative to the best compared isomer or geometry (same formula, charge and spin) = 3.297 eV

Structure (ORCA input):
```
! wB97M-V def2-TZVPD RIJCOSX def2/J DEFGRID3
* xyz 1 1
C -0.95335 0.30628 0.93434
O 0.18696 -0.11160 -2.24660
P 0.45462 -0.32727 0.03601
Cl 0.84183 -2.17823 0.34019
Br 2.24206 0.91917 0.31208
H -0.63079 0.26516 1.95565
H -1.81119 -0.32738 0.76904
H -1.32143 1.23636 0.64169
H 0.99130 0.21751 -2.74239
*
```

***

7.
ORCA calculation (ωB97M-V/def2-TZVPD) on 14 unconnected molecules or ions with the total composition C5H37NO15 at a distorted geometry.

Summary:
E_tot = -37987.776 eV
Energy relative to the best compared isomer or geometry (same formula, charge and spin) = 4.536 eV

Structure (ORCA input):
```
! wB97M-V def2-TZVPD RIJCOSX def2/J DEFGRID3
* xyz 0 1
O 1.30445 0.25286 -1.05250
C 1.77164 -0.85215 -1.33493
O 2.86817 -0.87358 -2.09628
C 1.22396 -2.19852 -0.96135
C -0.23056 -2.30892 -1.41494
C -1.19758 -1.35148 -0.85035
C -1.93349 -1.84431 0.45054
N -1.93441 -0.85174 1.53366
H 3.23553 0.04189 -2.21884
H 1.72786 -3.09029 -1.27175
H 1.04575 -2.27684 0.12743
H -0.64148 -3.32965 -1.14741
H -0.25399 -2.38191 -2.53572
H -0.74113 -0.35133 -0.78631
H -2.18744 -1.09758 -1.38418
H -2.93459 -2.06916 0.09022
H -1.59258 -2.85429 0.70317
H -1.80430 -1.23955 2.45424
H -1.24870 -0.13122 1.38695
H -0.97794 0.96020 4.36371
H -0.40385 1.81005 3.25384
O -1.05300 1.86212 3.96719
H 3.00061 -3.05971 1.14461
H 2.68641 -4.58648 1.04367
O 2.73874 -3.75808 0.54083
H -2.24292 4.04264 -1.93443
H -1.94745 3.08563 -3.11090
O -2.42156 3.86809 -2.86611
H -2.81233 -2.82979 -3.21075
H -2.12462 -3.93675 -2.50963
O -3.00218 -3.58159 -2.66097
H -0.77245 0.89207 -3.80187
H 0.50656 0.04486 -3.47095
O -0.29802 0.09714 -3.99767
H 1.97621 -1.98223 3.30971
H 0.69373 -2.66879 2.80622
O 1.45922 -2.82665 3.41240
H -0.27850 1.82684 0.69945
H 1.02919 1.04742 0.36391
O 0.51682 1.46884 1.13866
H 3.52280 2.12281 -2.47399
H 2.28386 1.71976 -3.15561
O 3.21866 1.51572 -3.16644
H 0.38390 4.18845 0.97393
H 0.22738 5.15993 -0.30948
O 0.67804 4.41562 0.08091
H 0.87220 3.38061 -3.67262
H 0.69746 3.62135 -2.16471
O 1.36314 3.55815 -2.86831
H -3.67259 3.21236 1.93822
H -2.56258 2.15046 1.86240
O -3.03353 2.79485 1.34590
H -0.52943 -1.75404 4.76176
H 0.27204 -0.53810 4.44696
O -0.64785 -0.88381 4.40018
H 1.81833 1.31334 3.65836
H 0.86899 0.65090 2.72892
O 1.48941 0.40355 3.44103
*
```

***

8.
ORCA calculation (ωB97M-V/def2-TZVPD) on a single C5H11NO molecule at a distorted geometry.

Summary:
E_tot = -8900.910 eV
Energy relative to the best compared isomer or geometry (same formula, charge and spin) = 0.787 eV
SMILES string = CCCCC(N)=O

Structure (ORCA input):
```
! wB97M-V def2-TZVPD RIJCOSX def2/J DEFGRID3
* xyz 0 1
C 1.73405 -1.52398 -0.24937
C 1.46603 -0.12711 -0.87791
C 0.54483 0.78537 -0.05597
C -0.92148 0.74367 -0.56253
C -2.09200 0.75519 0.41568
N -1.95236 0.00461 1.60021
O -3.09678 1.39241 0.22231
H 1.88864 -1.38264 0.82076
H 0.90366 -2.18204 -0.49638
H 2.56490 -2.05473 -0.71540
H 0.94522 -0.42711 -1.78284
H 2.42012 0.35972 -1.05005
H 0.90699 1.79819 -0.03940
H 0.45087 0.22557 0.88248
H -1.02305 -0.25877 -1.00800
H -1.20792 1.48253 -1.30740
H -2.53917 0.44744 2.29468
H -0.99255 -0.03832 1.90913
*
```

***

E_tot of number 7 (C5H37NO15)?
-37987.776 eV